Here is a structure of composition C25H34IO2STi from the OMol25 dataset. Energies are from wB97M-V/def2-TZVPD.

```
64
Properties=species:S:1:pos:R:3:forces:R:3
I 4.5446 -0.4391 -0.1576 0.057 -0.089 0.036
Ti 1.3767 0.1157 0.0524 0.238 1.045 -0.067
S 2.5158 1.7638 1.7179 -0.489 -0.095 -0.026
O -2.0177 1.1483 2.3944 0.190 -0.092 0.120
O -0.2312 0.7749 1.1322 0.074 -0.640 -0.152
C 2.2205 -2.6887 1.6100 0.107 0.349 -0.026
C -1.3086 -2.1737 0.3465 -0.071 -0.041 -0.100
C 1.2997 2.7222 2.5630 0.339 0.316 0.125
C 0.1905 -3.0697 -3.0214 -0.088 0.076 -0.014
C -0.0887 2.5334 2.6885 -0.259 -0.300 0.113
C -0.8446 1.3855 2.0560 -0.054 0.540 -0.182
C 2.5233 -3.1394 -1.3661 0.144 0.052 -0.068
C -2.6550 -1.9077 0.9663 -0.096 0.005 0.032
C 0.0670 -2.7358 -1.5520 0.473 -0.068 0.020
C -0.2934 -1.8062 2.6209 0.062 -0.077 0.063
C -0.8616 3.4147 3.4532 0.004 -0.010 -0.008
C 1.1156 -2.3626 0.6272 -0.113 -0.764 -0.355
C -0.3413 2.9834 -1.2468 0.014 0.100 0.060
C -0.7084 1.6926 -1.9829 0.073 0.070 0.076
C -2.0664 1.1926 -1.4879 -0.033 -0.015 -0.074
C 1.2246 -2.6846 -0.7483 -0.267 -0.288 -0.142
C -0.1743 -2.1282 1.1508 0.019 0.395 0.238
C -1.1871 -2.4705 -1.0189 -0.129 0.038 0.178
C 1.7699 0.9315 -1.8828 0.288 -0.180 0.247
C -2.3929 -2.4880 -1.9227 -0.129 0.079 -0.115
C -0.3209 4.5061 4.0999 0.052 -0.015 -0.030
C 1.8273 3.8472 3.2479 0.049 -0.110 -0.101
C -0.8448 2.0241 -3.4797 0.041 -0.068 -0.018
C 1.0562 4.7135 3.9862 -0.050 0.081 0.073
C 0.3596 0.6123 -1.7945 -0.338 -0.246 -0.038
H -3.1836 -1.8338 -1.5635 0.040 0.002 0.020
H -3.4715 -2.2452 0.3311 0.003 0.033 0.020
H -1.1616 1.1356 -4.0358 -0.010 -0.015 -0.002
H -1.5811 2.8170 -3.6587 -0.029 0.044 0.015
H -2.0420 0.9530 -0.4270 0.053 -0.006 0.077
H 0.5264 3.4590 -1.7089 0.005 0.013 0.006
H 1.9558 -3.6060 2.1461 0.018 -0.042 0.038
H 2.0932 1.9703 -1.8433 0.006 -0.007 -0.013
H -0.0945 2.7983 -0.2002 -0.036 -0.026 -0.057
H 3.1828 -2.8043 1.1264 -0.008 -0.056 0.046
H 1.5302 5.5583 4.4785 -0.026 -0.006 0.001
H -2.1361 -2.1359 -2.9211 0.018 -0.004 -0.017
H 0.1194 2.3410 -3.8838 0.014 0.021 0.014
H -1.2129 -1.2801 2.8546 -0.031 0.023 -0.026
H 0.5230 -1.1557 2.9356 -0.017 0.002 0.001
H -0.9485 5.1764 4.6775 0.031 0.004 -0.008
H 0.0635 -0.2880 -2.3485 -0.041 0.049 -0.044
H 2.3640 -1.8960 2.3453 -0.024 -0.027 -0.002
H -2.8213 -3.4917 -2.0307 0.030 -0.036 0.011
H 2.4428 0.3119 -2.4796 -0.084 0.030 -0.006
H -2.7617 -2.4252 1.9210 0.041 -0.034 0.002
H -2.8498 1.9409 -1.6622 0.005 0.022 0.002
H -0.2324 -2.7168 3.2320 -0.034 0.014 -0.027
H -0.6108 -3.7294 -3.3595 -0.024 -0.012 0.049
H 2.8959 4.0046 3.1610 -0.005 0.042 0.030
H 2.4192 -4.1598 -1.7505 0.023 -0.013 0.019
H -2.7724 -0.8393 1.1762 0.013 0.023 -0.004
H -1.9191 3.1899 3.5145 -0.001 0.008 0.005
H 1.1332 -3.5471 -3.2635 0.038 -0.019 0.011
H 3.3577 -3.1094 -0.6797 -0.002 -0.013 0.043
H 0.1306 -2.1552 -3.6210 0.005 0.016 -0.011
H 2.8237 -2.4927 -2.1929 -0.053 -0.011 -0.027
H -1.1731 3.6974 -1.2810 -0.001 -0.011 -0.029
H -2.3436 0.2906 -2.0403 -0.022 -0.058 -0.004
```
Positions in Å, forces in eV/Å.

## Properties
- ΔE to the lowest compared entry with this formula, charge and spin (kJ/mol) = 0.0
- frontier orbital gap (spin up / spin down) (eV) = 4.78 / 4.75
- LUMO level (spin up / spin down) (eV) = 4.71 / 4.71
- ⟨S²⟩ = 0.771
- spin multiplicity = 2
- charge = -2

Here are the Löwdin charges for atoms 1 to 2, given in e: number 1, I, carries -0.08; number 2, Ti, carries 0.52